(1)
DFT (ωB97M-V/def2-TZVPD) results for an isolated molecule of C2H8N4S.

```
15
Properties=species:S:1:pos:R:3:forces:R:3
C -2.2433 -0.7435 -0.4380 -1.1 -1.0 1.4
C 0.9100 0.8943 -0.0554 -0.6 -0.9 0.1
H -2.1135 -0.6140 -1.4932 0.4 0.0 -0.4
H -2.4943 -1.8061 -0.1936 0.3 0.7 -0.4
H -3.1233 -0.1834 -0.1109 -0.2 0.2 -0.3
H -1.2987 -0.3872 1.3596 0.3 0.1 -1.1
H -0.9367 1.6528 0.2778 -0.3 1.1 0.3
H 2.4360 2.0339 -0.2242 -0.2 -0.1 0.1
H 0.8647 -1.1734 -0.0757 0.2 0.6 0.1
H 3.5127 -1.1156 0.9981 -0.1 0.2 0.1
N -1.0798 -0.3828 0.3397 0.3 0.2 0.6
N -0.5050 0.8424 -0.0840 0.6 -2.1 0.0
N 1.4180 2.0391 -0.1640 0.9 0.4 0.0
N 1.4976 -0.3878 0.0811 0.1 0.4 -0.3
S 3.1556 -0.6685 -0.2171 -0.6 0.2 -0.1
```
Positions in Å, forces in eV/Å.

Computed properties:
molar mass	120.2	u
energy	-698.1624	hartree
LUMO	0.8	eV
structure (SMILES)	[H]/N=C(\NS)NNC
relative energy (zero: lowest compared OMol25 entry of this formula, charge and spin)	3.9	kcal per mole
frontier orbital gap	9.7	eV

---

(2)
DFT (ωB97M-V/def2-TZVPD) results for the ion C2H8N5 with charge +1.

```
15
Properties=species:S:1:pos:R:3:forces:R:3
C 0.0191 -1.1840 -1.9216 0.5 -0.3 1.2
C -0.5052 2.0624 2.6990 1.1 -1.6 0.3
N -0.0624 1.7625 1.3388 0.2 -0.7 -1.2
N -0.1518 0.5961 0.9291 -0.3 0.3 2.1
N -0.0004 -2.4073 -2.4493 1.6 0.0 2.3
N 0.5692 0.3680 -0.2091 0.3 -0.2 0.2
N 0.4997 -0.9289 -0.7097 -0.9 -1.0 -1.5
H -0.3202 -0.2880 -2.4402 -0.3 -0.6 -0.4
H 0.3764 2.5414 3.1243 0.2 -0.2 0.2
H -0.7562 1.1608 3.3145 -0.1 0.8 -0.7
H -1.2015 2.8559 2.7435 -1.2 0.5 -0.3
H -0.4229 -2.6099 -3.2754 -1.7 0.3 -3.1
H 0.4406 -3.3016 -2.1606 -0.1 1.4 0.8
H 0.7696 1.1813 -0.7888 0.3 -0.5 -0.4
H 0.7460 -1.8083 -0.1946 0.2 1.9 0.4
```
Positions in Å, forces in eV/Å.

Computed properties:
molar mass	102.1	u
charge	+1
energy	-354.4240	hartree
LUMO	-4.2	eV
structure (SMILES)	C/N=N/N/[NH+]=C/N
relative energy (zero: lowest compared OMol25 entry of this formula, charge and spin)	83.3	kcal per mole
frontier orbital gap	9.0	eV

---

(3)
DFT (ωB97M-V/def2-TZVPD) results for an isolated molecule of C2H8N6.

```
16
Properties=species:S:1:pos:R:3:forces:R:3
C 1.0373 0.3130 0.8296 0.0 0.1 6.5
C -1.3461 -0.3920 -1.5663 1.6 -0.4 1.0
H 0.2479 0.2701 2.7871 -0.2 1.1 -2.6
H -0.6527 0.7506 1.4472 -5.7 0.1 -1.4
H 2.1631 0.4494 2.5105 0.1 -1.0 -2.3
H 3.0832 -0.0419 1.1557 -1.0 -0.2 0.0
H -1.3734 1.4257 -0.6188 3.5 -2.9 0.6
H 0.4982 -1.2310 -1.0961 -2.9 -0.3 -2.8
H -0.2681 -2.2295 -2.6603 -1.6 4.1 3.5
H -2.6709 0.9525 -1.5789 -0.3 -3.4 -0.9
N 0.1858 0.7479 1.8200 3.0 0.2 3.8
N 2.1389 -0.0570 1.5699 3.3 0.4 0.3
N 0.6718 0.1154 -0.3269 -0.9 1.8 -3.4
N -0.7392 0.4264 -0.5601 -1.7 2.0 -0.1
N -0.4165 -1.3573 -1.8147 2.5 -4.4 -2.0
N -2.5595 -0.1423 -1.8979 0.2 2.8 -0.1
```
Positions in Å, forces in eV/Å.

Computed properties:
molar mass	116.1	u
energy	-409.3837	hartree
LUMO	0.6	eV
structure (SMILES)	[H]/N=C(/N)NN=C(N)N
relative energy (zero: lowest compared OMol25 entry of this formula, charge and spin)	96.0	kcal per mole
frontier orbital gap	8.8	eV

---

(4)
DFT (ωB97M-V/def2-TZVPD) results for a cluster of 2 separate species, C2H8NO in total.

```
12
Properties=species:S:1:pos:R:3:forces:R:3
O -0.7555 1.4961 -2.5028 -0.3 0.4 -0.2
H -1.5769 1.6671 -2.0285 0.0 -0.1 -0.1
C 0.4133 -1.3525 -0.0823 -0.8 1.9 -2.3
N 0.0665 0.0452 0.1043 0.7 0.0 0.6
C 0.1587 0.4504 1.5216 -0.6 -0.7 -1.9
H -0.2524 -2.0582 0.4303 0.4 -0.6 0.6
H 0.1640 -1.4945 -1.1600 0.1 -0.4 0.3
H 1.5074 -1.5557 -0.1028 -0.1 -0.5 0.9
H -0.2112 1.1761 -1.7649 0.4 -0.6 0.7
H -0.8761 0.3581 1.9334 0.4 0.5 0.6
H 0.5590 1.4756 1.5206 -0.4 0.0 0.6
H 0.8033 -0.2077 2.1310 0.2 0.1 0.1
```
Positions in Å, forces in eV/Å.

Computed properties:
molar mass	62.1	u
charge	-1
energy	-210.9340	hartree
LUMO	4.9	eV
relative energy (zero: lowest compared OMol25 entry of this formula, charge and spin)	31.5	kcal per mole
frontier orbital gap	6.0	eV

---

(5)
DFT (ωB97M-V/def2-TZVPD) results for a cluster of 2 separate species, C2H8NO in total.

```
12
Properties=species:S:1:pos:R:3:forces:R:3
C -1.0632 0.6356 0.5819 1.0 -1.2 -2.1
C -0.1486 0.0322 1.2880 0.3 1.1 3.0
N -0.6902 0.7447 -0.8880 -3.0 3.8 -0.3
H -1.9888 0.9652 0.8926 -2.2 0.1 0.1
H -0.5651 -0.3149 2.2897 1.3 0.7 -1.1
H 0.9152 0.3010 1.0776 -0.9 -1.6 0.2
H -0.2988 -0.1089 -1.1412 1.7 -1.5 -0.7
H -0.1185 1.5767 -0.9976 1.1 -0.3 -0.2
H -1.4468 0.9665 -1.6136 0.6 -0.6 1.7
H 1.0526 -1.8773 -0.9207 -0.2 -0.6 -0.5
H 2.1215 -1.5884 0.0544 0.3 0.2 0.2
O 1.5538 -1.1425 -0.5805 0.0 0.0 -0.2
```
Positions in Å, forces in eV/Å.

Computed properties:
molar mass	62.1	u
charge	+1
energy	-210.6711	hartree
LUMO	-3.9	eV
relative energy (zero: lowest compared OMol25 entry of this formula, charge and spin)	51.5	kcal per mole
frontier orbital gap	11.2	eV

---

(6)
DFT (ωB97M-V/def2-TZVPD) results for a cluster of 2 separate species, C2H8NO in total.

```
12
Properties=species:S:1:pos:R:3:forces:R:3
O 2.1273 -0.2566 0.4491 -0.4 0.5 0.2
H 0.4780 0.7192 0.4513 0.1 -0.4 0.3
H 2.3224 -0.9718 -0.1595 0.4 -0.2 0.2
H 2.6595 -0.3174 1.2512 0.2 -0.3 -0.4
C -0.6711 0.4059 -1.2602 -1.2 -1.4 -0.1
C -1.2094 -0.1182 1.0590 0.0 -1.1 0.8
N -0.4470 0.3707 0.1910 0.3 1.0 -0.8
H 0.2122 0.7167 -1.7768 0.3 0.5 -0.1
H -1.5811 0.9360 -1.5348 0.3 0.5 0.2
H -0.8776 -0.6268 -1.5567 0.2 0.0 -0.1
H -0.8627 -0.2768 2.0757 0.0 0.6 0.0
H -2.1506 -0.5808 0.8108 -0.3 0.2 -0.4
```
Positions in Å, forces in eV/Å.

Computed properties:
molar mass	62.1	u
charge	+1
energy	-210.7186	hartree
LUMO	-4.9	eV
relative energy (zero: lowest compared OMol25 entry of this formula, charge and spin)	21.6	kcal per mole
frontier orbital gap	11.4	eV

---

(7)
DFT (ωB97M-V/def2-TZVPD) results for a cluster of 2 separate species, C2H8NO2 in total.

```
13
Properties=species:S:1:pos:R:3:forces:R:3
C 2.5723 0.1676 0.4334 1.1 2.5 0.0
O 1.4220 0.8928 0.5849 -1.9 -0.2 -0.4
H 3.3458 0.9009 0.0494 -0.2 -0.9 0.1
H 2.8924 -0.1355 1.3974 0.9 -0.8 1.2
H 2.5249 -0.6795 -0.1948 -0.3 -1.0 -1.0
N -2.5776 0.5637 -0.4786 1.4 -0.9 0.2
C -1.7282 -0.7538 -0.3269 0.5 -0.1 -1.5
O -0.4117 -0.7049 0.0235 -1.2 0.3 -0.1
H -2.2797 1.0664 0.3618 -0.2 0.2 -0.3
H -2.2119 1.1186 -1.2726 0.0 -0.5 0.7
H -2.3102 -1.3797 0.3499 -0.4 0.1 0.6
H -1.8354 -1.3006 -1.3206 -0.2 0.7 0.4
H 0.5971 0.2440 0.3933 0.4 0.8 0.0
```
Positions in Å, forces in eV/Å.

Computed properties:
molar mass	78.1	u
charge	-1
energy	-286.2187	hartree
LUMO	4.5	eV
relative energy (zero: lowest compared OMol25 entry of this formula, charge and spin)	17.9	kcal per mole
frontier orbital gap	7.9	eV

---

(8)
DFT (ωB97M-V/def2-TZVPD) results for a cluster of 2 separate species, C2H8NO2P in total.

```
14
Properties=species:S:1:pos:R:3:forces:R:3
C -0.7840 1.0871 -1.1758 2.2 1.8 1.5
C -1.1739 -0.2972 0.8298 2.5 -1.0 -1.3
N -0.2386 0.6218 0.1668 -1.3 -0.5 -1.6
O 1.1975 0.1685 2.1186 0.1 -0.6 0.9
O 2.0595 -1.4390 -0.8364 1.5 -1.3 3.8
P 1.1179 1.0120 0.9201 1.6 1.4 -0.6
H -0.9542 0.2920 -1.8926 -0.1 -0.3 0.3
H -1.6820 1.5929 -0.7933 0.0 0.1 -1.3
H -0.0131 1.8078 -1.6665 -1.5 -1.0 1.0
H -1.9202 -0.2764 0.1225 -2.4 -0.8 -0.9
H -0.7213 -1.2996 0.9236 -0.4 0.3 -0.1
H -1.4727 0.0136 1.7688 -0.6 0.8 1.9
H 2.9908 -1.8676 -0.5937 -3.0 1.4 -0.8
H 1.5944 -1.4159 0.1083 1.5 -0.2 -2.9
```
Positions in Å, forces in eV/Å.

Computed properties:
molar mass	109.1	u
energy	-627.5752	hartree
LUMO	0.8	eV
structure (SMILES)	CN(C)P=O.O
relative energy (zero: lowest compared OMol25 entry of this formula, charge and spin)	50.7	kcal per mole
frontier orbital gap	10.4	eV

---

(9)
DFT (ωB97M-V/def2-TZVPD) results for a cluster of 2 separate species, C2H8NO2PS in total.

```
15
Properties=species:S:1:pos:R:3:forces:R:3
C -0.9484 0.9678 -0.9083 -2.8 0.9 1.5
C -0.7798 -0.2533 -0.0729 2.7 0.6 1.0
N -1.0010 -0.1215 1.2659 0.5 -3.0 1.8
O 2.1604 -1.6885 1.0399 -0.2 -1.9 2.9
O 2.5328 -1.1900 -1.3206 -1.9 3.3 -0.4
P 1.7049 -0.7426 0.0495 0.1 1.1 -3.3
S 2.7170 1.1321 0.5181 -1.0 0.7 -1.3
H -0.8336 0.9740 -1.9795 0.4 -0.5 -0.1
H -2.0661 1.1984 -0.6792 1.3 -0.2 -0.8
H -0.4971 1.8493 -0.4269 0.4 -0.5 -0.3
H -1.0695 -1.2495 -0.2899 -0.1 -0.6 -1.4
H -0.6574 -1.0128 1.7825 -1.1 2.1 -1.0
H 3.1516 0.5341 1.5766 0.6 -0.6 1.2
H -0.8025 0.6737 1.8351 0.4 0.8 -0.4
H 2.9010 -2.0319 -1.3994 0.8 -2.2 0.4
```
Positions in Å, forces in eV/Å.

Computed properties:
molar mass	141.1	u
energy	-1025.7677	hartree
LUMO	0.1	eV
relative energy (zero: lowest compared OMol25 entry of this formula, charge and spin)	76.2	kcal per mole
frontier orbital gap	8.2	eV

---

(10)
DFT (ωB97M-V/def2-TZVPD) results for a cluster of 2 separate species, C2H8NO3 in total.

```
14
Properties=species:S:1:pos:R:3:forces:R:3
O -0.3338 -0.1881 -1.6186 -0.1 -0.1 -0.3
C 0.2294 -0.3755 -0.5850 1.4 0.4 0.2
O 0.6137 -1.5587 -0.1184 -0.8 -0.1 -0.1
C 0.8158 0.8378 0.1978 -1.7 -1.1 0.3
N 0.8370 1.9843 -0.7408 1.0 -0.2 -0.8
H 0.5550 -1.6363 0.8471 0.1 0.1 0.0
H 0.0556 1.0110 0.9639 0.4 0.3 0.3
H 1.7648 0.5509 0.6329 0.3 0.6 -0.1
H 0.6507 1.5904 -1.6764 -0.5 -0.1 -0.1
H 0.1387 2.7055 -0.5824 0.0 0.1 0.3
H 1.7681 2.3991 -0.8312 -0.1 0.3 0.4
H -2.5562 -1.3492 1.6129 0.2 0.0 -0.3
H -2.1971 -0.8989 2.9805 0.4 0.1 0.1
O -1.8093 -0.9747 2.0984 -0.4 0.0 0.0
```
Positions in Å, forces in eV/Å.

Computed properties:
molar mass	94.1	u
charge	+1
energy	-361.2312	hartree
LUMO	-3.8	eV
relative energy (zero: lowest compared OMol25 entry of this formula, charge and spin)	20.1	kcal per mole
frontier orbital gap	11.5	eV

---

(11)
DFT (ωB97M-V/def2-TZVPD) results for a cluster of 2 separate species, C2H8NOS in total.

```
13
Properties=species:S:1:pos:R:3:forces:R:3
C 0.8258 0.7468 -1.8205 -0.1 0.3 0.3
S 1.6213 0.9009 -0.1765 0.0 0.0 0.0
H 0.9758 1.6678 -2.3864 0.2 -0.1 -0.2
H 1.2276 -0.1018 -2.3734 -0.1 0.0 -0.1
H -0.2630 0.6558 -1.7475 0.0 -0.3 0.1
N -2.2218 -0.9949 -0.0294 0.2 0.0 0.2
C -1.5485 -0.1714 0.9874 -0.3 -0.2 -0.1
O -0.4166 -0.7665 1.5279 0.2 -0.4 0.4
H -2.6000 -1.8112 0.4430 0.1 0.0 0.0
H -1.4709 -1.3563 -0.6157 -0.2 0.1 -0.1
H -1.3074 0.7896 0.5374 0.1 0.1 0.0
H -2.2597 -0.0314 1.8036 -0.2 0.2 0.0
H 0.3894 -0.3858 1.0957 0.0 0.3 -0.3
```
Positions in Å, forces in eV/Å.

Computed properties:
molar mass	94.2	u
charge	-1
energy	-609.2123	hartree
LUMO	4.2	eV
relative energy (zero: lowest compared OMol25 entry of this formula, charge and spin)	7.3	kcal per mole
frontier orbital gap	6.9	eV

---

(12)
DFT (ωB97M-V/def2-TZVPD) results for a cluster of 2 separate species, C2H8NS in total.

```
12
Properties=species:S:1:pos:R:3:forces:R:3
S -2.8448 -0.7146 -0.0398 0.0 0.1 0.0
H -1.6558 -1.3318 0.0093 0.0 -0.2 0.0
C 2.9694 1.0288 -0.1143 -0.2 0.3 0.0
C 1.5921 0.5030 -0.4985 0.4 -0.7 0.1
N 0.9006 -0.0493 0.6731 -0.1 0.4 -0.3
H 3.4864 0.3692 0.5723 0.1 -0.5 -0.1
H 3.5805 1.2340 -0.9903 0.1 -0.1 -0.1
H 2.8895 1.9562 0.4301 -0.2 0.6 0.2
H 1.0097 1.2667 -1.0163 0.0 0.1 -0.1
H 1.7449 -0.3079 -1.2187 -0.1 0.0 0.1
H 0.3827 0.7169 1.0946 0.0 -0.1 0.2
H 0.1524 -0.6556 0.3473 0.0 0.0 0.1
```
Positions in Å, forces in eV/Å.

Computed properties:
molar mass	78.2	u
charge	-1
energy	-533.9645	hartree
LUMO	3.7	eV
relative energy (zero: lowest compared OMol25 entry of this formula, charge and spin)	4.1	kcal per mole
frontier orbital gap	6.3	eV

---

These records have maximum force values of 0.0422; 0.0681; 0.1259; 0.0595; 0.0940; 0.0352; 0.0528; 0.0827; 0.0747; 0.0404; 0.0120; 0.0164 hartree/bohr, in the order they appear.